2 unconnected molecules or ions with the total composition C18H33N4O4S at a distorted geometry. Source: OMol25; level of theory: wB97M-V/def2-TZVPD.

Geometry (Å):
1 C -3.99524 2.76799 -5.12046
2 C -2.62545 2.24444 -5.52918
3 C -1.68864 1.96991 -4.32466
4 O -2.33660 2.27618 -3.04984
5 C -2.49813 1.20709 -2.26498
6 O -3.46519 0.53058 -2.24637
7 C -1.31769 0.89857 -1.38211
8 C -0.91180 -0.42429 -1.37543
9 C 0.19874 -0.78812 -0.63895
10 N 0.87711 0.12397 0.07161
11 C 2.09022 -0.35541 0.77534
12 C 3.32434 -0.33488 -0.13354
13 C 3.27423 0.76297 -1.18954
14 N 2.78082 0.42387 -2.47771
15 O 3.65265 1.87413 -0.96361
16 C 0.48397 1.42673 0.11869
17 S 1.42081 2.57664 1.09216
18 C -0.63861 1.87344 -0.62213
19 N -1.00962 3.19456 -0.61488
20 C -2.42445 3.52386 -0.28711
21 C -2.99795 4.59976 -1.22825
22 H -3.92350 3.71895 -4.60717
23 H -4.53389 2.04551 -4.51943
24 H -4.58190 2.92699 -6.02128
25 H -2.14057 3.00459 -6.13126
26 H -2.74089 1.30992 -6.06595
27 H -1.35183 0.93523 -4.32221
28 H -0.80796 2.60136 -4.36903
29 H -1.44773 -1.15311 -1.95740
30 H 0.56320 -1.80001 -0.63675
31 H 2.23535 0.14828 1.71599
32 H 1.88745 -1.39223 1.01814
33 H 3.42953 -1.28310 -0.65514
34 H 4.23076 -0.18621 0.44114
35 H 1.88263 0.88217 -2.61543
36 H 2.58950 -0.57222 -2.53108
37 H 0.79712 2.36609 2.26534
38 H -0.40130 3.72006 -0.00085
39 H -2.46950 3.93713 0.71601
40 H -3.04662 2.63556 -0.29482
41 H -3.95378 4.30932 -1.64914
42 H -3.06520 5.56568 -0.74131
43 H -2.31869 4.71154 -2.06429
44 C 2.06610 -5.24813 5.36527
45 C 0.88443 -4.92079 4.45715
46 C 1.25687 -4.09432 3.21792
47 O 1.51345 -2.71705 3.46069
48 C 2.80099 -2.44296 3.99318
49 N -0.16557 -4.28407 5.25655
50 H 2.34835 -4.40378 5.99302
51 H 1.80548 -6.06703 6.03351
52 H 2.94040 -5.55395 4.78693
53 H 0.48805 -5.86973 4.08556
54 H 0.40084 -4.10931 2.53716
55 H 2.10234 -4.54566 2.68101
56 H 3.56151 -3.11517 3.58717
57 H 2.79165 -2.50499 5.08150
58 H 3.06023 -1.41726 3.72348
59 H -1.00588 -4.17736 4.69520
60 H 0.12504 -3.33195 5.46160

Values from the calculation:
HOMO-LUMO gap   0.25128 hartree
M   401.6 g/mol
Total charge   +1

Here are the Löwdin charges for atoms 1 to 2, given in e: number 1, C, carries -0.09; number 2, C, carries -0.19

A single C4H10N2O2 molecule at a distorted geometry. Source: OMol25; level of theory: wB97M-V/def2-TZVPD.

Geometry (Å):
1 C -1.30350 -0.62235 1.35439
2 C -1.06602 0.14736 0.07178
3 O -2.16912 0.07613 -0.74528
4 C 0.22902 -0.19722 -0.69490
5 N 0.11199 0.33423 -2.04338
6 C 1.28006 0.58840 0.12451
7 N 2.00297 -0.20231 0.98831
8 O 1.73474 1.65224 -0.28028
9 H -1.33708 -1.69069 1.14170
10 H -0.52755 -0.40727 2.08416
11 H -2.25586 -0.31771 1.78097
12 H -0.70125 1.25529 0.39754
13 H -1.84071 0.25465 -1.65529
14 H 0.40081 -1.27649 -0.70907
15 H 0.32528 1.33291 -2.01358
16 H 0.78250 -0.10040 -2.66729
17 H 2.69280 0.26007 1.56193
18 H 1.64093 -1.08685 1.30379

Values from the calculation:
HOMO-LUMO gap   0.38256 hartree
SMILES   C[C@H](O)[C@@H](N)C(N)=O
M   118.1 g/mol
Energy above the lowest of the compared OMol25 structures with the same formula, charge and spin   1.528 eV

Here are the Löwdin charges for atoms 1 to 2, given in e: number 1, C, carries -0.04; number 2, C, carries -0.47

A single CH2O3 molecule at a distorted geometry. Source: OMol25; level of theory: wB97M-V/def2-TZVPD.

Geometry (Å):
1 C 0.19757 -0.44258 0.02046
2 O -0.24716 0.92348 -0.56610
3 O -0.48082 -0.47870 1.02669
4 O -1.05607 1.41769 0.24856
5 H 0.33888 -1.28406 -0.64543
6 H 1.24760 -0.13582 -0.08418

Values from the calculation:
HOMO-LUMO gap (alpha / beta)   0.35406 / 0.28278 hartree
M   62.0 g/mol
Energy above the lowest of the compared OMol25 structures with the same formula, charge and spin   8.163 eV

Here are the Löwdin charges for atoms 1 to 2, given in e: number 1, C, carries -0.33; number 2, O, carries -0.10

A single C7H10O molecule at a distorted geometry. Source: OMol25; level of theory: wB97M-V/def2-TZVPD.

Geometry (Å):
1 C -0.91443 0.55146 1.52723
2 O -0.02219 -0.70831 1.35199
3 C -0.11677 -1.54747 0.26771
4 C 1.05033 -1.43985 -0.48855
5 C -0.20407 -0.78274 -1.12563
6 C -0.33531 0.72777 -0.95412
7 C 0.83500 1.34196 -0.20319
8 C -0.69895 1.50497 0.36219
9 H -1.91051 0.17537 1.44771
10 H -0.68879 1.13960 2.52342
11 H -0.41200 -2.74758 0.47826
12 H 1.52303 -2.32075 -1.12948
13 H 1.87316 -0.90015 -0.30404
14 H -0.61475 -1.27279 -1.95260
15 H -0.57762 1.47282 -1.91403
16 H 1.32942 0.39561 0.40190
17 H 1.55804 2.23558 -0.58348
18 H -1.67360 2.17451 0.29471

Values from the calculation:
HOMO-LUMO gap   0.37083 hartree
SMILES   C1O[C@@H]2C[C@@H]2[C@@H]2C[C@H]12
M   110.2 g/mol
Energy above the lowest of the compared OMol25 structures with the same formula, charge and spin   6.271 eV

Here are the Löwdin charges for atoms 1 to 2, given in e: number 1, C, carries -0.10; number 2, O, carries -0.15

2 unconnected molecules or ions with the total composition C2HF3O3S at a distorted geometry. Source: OMol25; level of theory: wB97M-V/def2-TZVPD.

Geometry (Å):
1 C -1.32616 -1.26364 1.02125
2 C 1.26473 0.14339 -0.53909
3 O -1.73951 -2.19646 0.53914
4 O -1.11985 1.41721 -1.54069
5 O -0.61393 2.00538 0.64409
6 F 1.38325 -0.93415 0.19563
7 F 2.26156 0.94175 -0.18564
8 F 1.29299 -0.09094 -1.86376
9 S -0.56226 0.97636 -0.31431
10 H -0.84082 -0.99889 2.04337

Values from the calculation:
HOMO-LUMO gap (alpha / beta)   0.29428 / 0.26788 hartree
M   162.1 g/mol
Energy above the lowest of the compared OMol25 structures with the same formula, charge and spin   2.151 eV

Here are the Löwdin charges for atoms 1 to 2, given in e: number 1, C, carries -0.07; number 2, C, carries -0.67

A molecular structure, C38H22CrN10O at a distorted geometry. Source: OMol25; level of theory: wB97M-V/def2-TZVPD.

Geometry (Å):
1 Cr -0.21300 -0.30250 0.40670
2 C 1.51930 3.80360 5.18570
3 C 2.68490 3.03740 5.21210
4 C 2.90300 2.03010 4.29010
5 C 1.90930 1.79420 3.35190
6 C 1.78070 0.82180 2.29260
7 N 0.56200 0.94950 1.67710
8 C -0.09410 1.99150 2.28040
9 N -1.28190 2.44660 1.96170
10 C -2.07960 1.84420 1.11450
11 C -3.38150 2.35230 0.75750
12 C -4.03840 3.53600 1.05350
13 C -5.30910 3.70530 0.53770
14 C -5.90630 2.72620 -0.25580
15 C -5.25740 1.54320 -0.55630
16 C -3.98640 1.35850 -0.03680
17 C -3.03660 0.27350 -0.11440
18 N -3.32650 -0.90940 -0.60700
19 C -2.44970 -1.88620 -0.67730
20 N -1.10000 -1.76100 -0.49820
21 C -0.51650 -2.94740 -0.83920
22 N 0.77140 -3.19830 -0.88080
23 C 1.67190 -2.41910 -0.32760
24 N 1.42200 -1.30340 0.42500
25 C 2.57580 -0.97980 1.08770
26 N 2.72480 -0.03260 1.98290
27 C 3.63290 -1.88350 0.70430
28 C 4.95150 -2.01640 1.10820
29 C 5.69940 -3.03080 0.53760
30 C 5.15520 -3.87130 -0.43550
31 C 3.83450 -3.75800 -0.83090
32 C 3.06990 -2.76630 -0.23760
33 C -1.53650 -3.92220 -1.14820
34 C -1.48160 -5.28910 -1.37800
35 C -2.67790 -5.97940 -1.44130
36 C -3.90010 -5.32030 -1.31790
37 C -3.96670 -3.95020 -1.14060
38 C -2.77150 -3.25110 -1.03170
39 N -1.87740 0.62600 0.52270
40 C 0.71990 2.54720 3.33870
41 C 0.52470 3.57250 4.25200
42 H 1.39080 4.58740 5.91810
43 H 3.43120 3.24320 5.96460
44 H 3.80430 1.43700 4.28570
45 H -3.55800 4.28460 1.66370
46 H -5.85340 4.61120 0.75340
47 H -6.89290 2.90290 -0.65250
48 H -5.70640 0.78810 -1.18170
49 H 5.35650 -1.35110 1.85340
50 H 6.72650 -3.17350 0.84140
51 H 5.77770 -4.63410 -0.88020
52 H 3.40040 -4.41040 -1.57270
53 H -0.53120 -5.78630 -1.48000
54 H -2.66820 -7.04950 -1.57790
55 H -4.81100 -5.89920 -1.34840
56 H -4.91190 -3.43830 -1.05660
57 H -0.37760 4.16170 4.22620
58 N -1.75380 -1.26810 -5.48410
59 C -0.67120 -0.48300 -5.66000
60 O -0.25460 -0.20730 -6.76470
61 C -0.00360 0.04590 -4.42420
62 C 1.15530 0.80010 -4.60920
63 C 1.79610 1.33090 -3.50410
64 C 1.25700 1.09500 -2.24800
65 N 0.15220 0.37890 -2.05510
66 C -0.45710 -0.13070 -3.12050
67 H -2.20510 -1.62890 -6.30760
68 H -2.10840 -1.54890 -4.59020
69 H 1.51650 0.95590 -5.61600
70 H 2.69000 1.92720 -3.61240
71 H 1.71530 1.50160 -1.35420
72 H -1.35720 -0.68710 -2.90160

Values from the calculation:
HOMO-LUMO gap (alpha / beta)   0.19554 / 0.17114 hartree
M   686.7 g/mol
Spin multiplicity   5

Here are the Löwdin charges for atoms 1 to 2, given in e: number 1, Cr, carries 0.80; number 2, C, carries -0.08

A molecular structure, C2H4N4O at a distorted geometry. Source: OMol25; level of theory: wB97M-V/def2-TZVPD.

Geometry (Å):
1 C 1.48601 0.75340 -0.55282
2 C 0.04672 -0.63097 -0.54405
3 H -1.25798 -0.03421 2.09516
4 H -2.01540 1.24767 1.13724
5 H 2.32921 1.18951 -0.93579
6 H -0.02006 -2.40831 -1.00836
7 N -1.43172 0.35749 1.05804
8 N -0.31741 0.36749 0.28016
9 N 0.66951 1.35709 0.14652
10 N 1.20362 -0.43664 -1.02647
11 O -0.69248 -1.76253 -0.64962

Values from the calculation:
HOMO-LUMO gap   0.38333 hartree
M   100.1 g/mol
Energy above the lowest of the compared OMol25 structures with the same formula, charge and spin   2.434 eV

Here are the Löwdin charges for atoms 1 to 2, given in e: number 1, C, carries -0.32; number 2, C, carries -0.46

2 unconnected molecules or ions with the total composition C5H5BrN2 at a distorted geometry. Source: OMol25; level of theory: wB97M-V/def2-TZVPD.

Geometry (Å):
1 N 2.13287 -0.93508 -0.80475
2 C 1.16402 -0.54892 -0.33601
3 C 0.01756 0.01850 0.29894
4 C -0.89907 0.73862 -0.74871
5 C -0.01536 1.53579 0.22346
6 Br -0.62744 2.45247 1.72416
7 H -0.20513 -0.63379 1.15605
8 H -0.63017 0.65362 -1.86796
9 H -1.90443 0.73693 -0.45220
10 H 0.65825 2.20068 -0.28417
11 C 1.09592 -2.97906 0.60028
12 N -0.00479 -3.00480 0.28962
13 H 2.07600 -3.06047 0.90236

Values from the calculation:
HOMO-LUMO gap   0.40679 hartree
SMILES   N#C[C@@H]1C[C@H]1Br.C#N
M   173.0 g/mol
Energy above the lowest of the compared OMol25 structures with the same formula, charge and spin   1.505 eV

Here are the Löwdin charges for atoms 1 to 2, given in e: number 1, N, carries 0.16; number 2, C, carries -0.29